(1)
Entry from the OMol25 dataset: one molecule with the formula C18H25N7O2 (wB97M-V/def2-TZVPD).

```
! RIJCOSX wB97M-V def2-TZVPD def2/J DEFGRID3
* xyz 0 1
C 0.11824 2.48611 -0.80223
N 2.70626 0.98394 1.02922
N -1.75466 1.23475 -1.81167
H 1.94152 -0.21797 -1.25332
C 4.78229 -2.00108 0.62590
H -4.29064 -3.52636 1.79941
C 1.72971 1.82127 0.61779
C -2.46900 -4.67944 1.54031
H 5.58163 -2.49255 1.16199
H -3.02368 2.62107 -0.92673
H -2.22162 1.54723 0.24277
N 1.51236 2.85871 1.43320
H 0.77794 4.86923 2.68084
C 2.73509 -0.72207 -0.72948
H 4.61822 -0.42851 2.06232
C -2.68525 1.59756 -0.75740
N 0.29877 4.76477 1.80589
H -2.82458 -5.20923 0.66063
H -4.56995 0.84609 0.01690
O -4.32737 -0.99459 1.39421
H -2.86542 -2.81332 2.57512
H -1.40365 -4.49599 1.42834
H -2.89659 -1.03109 -2.63671
C -0.71725 2.23022 -2.02824
H 5.42564 -4.36854 -0.35717
C 4.31342 -2.54754 -0.56196
C -1.24917 -0.10908 -1.59972
N -0.18254 3.54323 -0.06995
H -2.63437 -5.29631 2.41877
N 1.05676 1.59688 -0.51298
H -1.20136 3.16427 -2.32091
C 3.28518 -1.88842 -1.22491
C -3.61507 -1.38795 0.49830
C 0.55125 3.68952 1.04274
C -3.21187 -3.36527 1.69373
H -0.07422 1.87577 -2.83649
C 4.24107 -0.83727 1.13493
O -2.97147 -2.57934 0.52872
H -0.47104 5.35934 1.56076
H -0.73113 -0.21388 -0.63198
H -0.54127 -0.34519 -2.39634
C -3.87585 0.63908 -0.79807
C 3.20994 -0.18271 0.46268
C 4.91279 -3.79895 -1.12840
H 3.13337 1.27659 1.89873
H -2.08482 -2.10665 -1.46575
H 4.14553 -4.42533 -1.57855
H 2.90560 -2.29649 -2.15086
H -4.38946 0.73458 -1.75949
C -2.42414 -1.08921 -1.65042
N -3.41080 -0.72344 -0.66079
H 5.63758 -3.54884 -1.90402
*
```

## Properties
**E**: -33599.932 eV
**SMILES**: CCOC(=O)N1CCN(Cc2nc(N)nc(Nc3ccc(C)cc3)n2)CC1
**HOMO-LUMO gap**: 8.803 eV

***

(2)
Entry from the OMol25 dataset: one molecule with the formula C17H19NO2S (wB97M-V/def2-TZVPD).

```
! RIJCOSX wB97M-V def2-TZVPD def2/J DEFGRID3
* xyz 0 1
C -5.20458 1.01133 0.23062
H 5.96832 1.02957 1.26658
H -0.17138 2.94330 -1.01598
H -6.49426 0.60055 -1.42742
H 6.27615 1.19880 -0.48556
C 3.52917 1.66796 -0.02500
C -3.43060 -0.74240 -0.97106
H -0.10063 0.24122 1.64380
H 6.91487 -0.20668 0.40251
C -4.65060 -0.47939 -1.56420
H 1.47032 -2.62412 -1.71699
C 3.75085 0.30594 -0.11931
C -0.94451 1.89306 0.69422
H 0.57604 -0.64803 -0.84952
C -0.20115 1.91409 -0.65655
H -0.43096 2.54085 1.40837
C 2.25710 2.19430 -0.21093
C -5.53858 0.39990 -0.96666
C 1.90841 -2.78074 -0.72558
C 1.19170 1.36841 -0.50923
H -5.90281 1.68236 0.70895
N -0.98077 0.56291 1.25718
S -1.38331 -2.00220 1.13810
C 1.40862 -0.00541 -0.61037
H -0.76709 1.31264 -1.37110
H -1.96357 2.25512 0.55105
H -2.73871 -1.43903 -1.42122
H 1.12166 -2.71401 0.03270
O 2.95725 -1.87422 -0.47620
C 6.07826 0.48555 0.32204
H 2.10907 3.26076 -0.12684
H 2.36148 -3.76961 -0.68641
O 4.95409 -0.30996 0.04718
C 2.66424 -0.55102 -0.41291
C -1.79322 -0.42911 0.85613
H 4.34259 2.33989 0.19732
H -4.91200 -0.96716 -2.49137
H -3.73008 1.21993 1.76868
C -3.97940 0.76346 0.82126
C -3.07771 -0.11143 0.21822
*
```

## Properties
**E**: -34357.197 eV
**SMILES**: COc1ccc(CCNC(=S)c2ccccc2)cc1OC
**HOMO-LUMO gap**: 8.259 eV

***

(3)
Entry from the OMol25 dataset: a 6-piece molecular cluster, C25H61N9O6 overall in a non-equilibrium geometry (wB97M-V/def2-TZVPD).

```
! RIJCOSX wB97M-V def2-TZVPD def2/J DEFGRID3
* xyz 0 1
H -18.56698 -29.94842 3.97784
H -14.71777 -26.57751 2.62066
H -14.98354 -29.44228 4.71028
H -24.03638 -27.39451 -2.69115
H -15.81639 -25.44511 3.43499
C -17.66802 -29.48597 4.38543
H -22.81219 -23.97639 -7.65628
N -15.65264 -22.25512 -3.28355
H -19.24101 -22.90068 -4.86273
C -22.44102 -26.34536 -0.47826
H -23.13753 -21.97489 -6.21822
C -19.25529 -23.18217 -6.91672
H -20.38291 -25.39747 -2.14266
C -17.66004 -27.98480 4.78425
H -22.88263 -24.09527 -4.08378
O -16.17014 -28.07707 6.68271
C -15.18655 -27.21690 4.64294
H -13.44374 -28.69547 4.69665
H -22.23806 -21.83002 -3.58695
N -19.83958 -24.88330 -2.82129
C -18.79196 -27.55962 5.79193
C -21.96403 -24.60727 -7.92219
N -14.16980 -26.03508 -2.11589
H -18.23111 -22.88622 -7.14376
C -15.59250 -26.49843 3.26618
O -15.40000 -19.98349 -2.88811
H -13.90665 -26.53020 6.42686
H -19.77249 -27.49247 5.32061
H -18.97931 -25.11757 -6.09565
H -20.83633 -22.58129 -3.13477
H -17.76052 -20.18238 -2.79998
C -21.20352 -21.91872 -3.91854
H -14.37833 -28.78725 3.26852
H -14.20944 -24.13152 0.15012
H -18.79608 -27.67246 3.01015
C -23.35413 -25.74832 -1.54462
C -19.67200 -24.69725 -6.82477
O -21.02943 -26.46924 -0.63410
H -22.36625 -26.61965 -3.06538
H -22.65312 -25.64105 0.32615
H -14.63343 -26.67752 -2.74233
H -21.97340 -20.63315 -6.01248
H -16.81074 -29.62831 3.72749
N -18.49041 -24.99583 -1.19320
H -17.52429 -30.23408 5.16503
H -14.63479 -25.29512 5.44259
C -23.42594 -26.50351 -2.83809
H -20.92618 -26.70023 -5.38145
N -17.39499 -20.97400 -3.30970
H -16.63220 -28.06556 2.16310
H -20.67414 -27.86378 0.76184
H -22.39454 -26.75404 -6.15196
N -23.04351 -24.37595 -1.96924
C -14.24197 -26.31144 5.41305
H -19.28613 -25.50150 -0.83095
H -17.87952 -21.83120 -3.53453
C -16.04633 -21.01059 -3.11481
N -13.84034 -24.72918 -0.57560
H -18.52195 -26.54466 6.08359
H -19.31850 -21.44852 -5.96457
H -19.79626 -22.74778 -7.75741
H -13.41826 -26.23456 4.70334
C -20.29662 -26.88669 0.46036
N -16.40829 -27.51381 5.39678
H -20.00353 -25.08408 -3.79747
H -22.22523 -25.50908 -8.47593
N -21.60268 -23.99590 -5.37540
O -22.89541 -24.11329 -5.04353
H -14.65474 -22.28146 -3.12998
O -17.90782 -24.00039 -3.14019
H -20.41815 -26.13099 1.23641
C -14.46232 -28.56294 4.33188
C -14.73837 -25.49835 -1.07016
H -13.24966 -25.67574 -2.32640
H -13.05443 -24.39009 -1.11176
H -21.93899 -21.87275 -7.32861
O -15.85760 -25.72881 -0.54580
H -23.23843 -23.73732 -1.21144
C -19.73176 -22.42494 -5.71181
C -21.23794 -22.50538 -5.32619
H -18.48757 -26.13905 3.76766
H -17.54977 -25.23175 -0.91101
H -18.96798 -28.11303 6.71435
C -22.08714 -21.68744 -6.26475
C -18.02875 -27.09878 3.52995
H -20.97316 -27.08705 -7.13263
C -21.36727 -26.44491 -6.34496
H -20.67953 -20.96396 -3.96312
C -21.20708 -24.86915 -6.54856
H -23.96320 -25.89181 -3.56284
H -22.05253 -24.36837 -2.16417
H -19.22289 -26.92849 0.27749
H -22.94237 -27.23480 -0.09665
H -21.48698 -23.93894 -8.63902
H -17.12365 -26.42493 1.68757
H -19.32795 -25.21291 -7.72133
H -24.36648 -25.76835 -1.14110
H -16.15648 -27.32017 7.27305
H -16.27755 -23.04843 -3.26698
C -16.82829 -27.05643 2.52546
C -18.67861 -24.55336 -2.36429
*
```

## Properties
**E**: -52606.490 eV
**SMILES**: CC1(C)CCCC(C)(C)N1O.CC1(C)CCCC(C)(C)N1O.COC[C@H](C)N.NC(N)=O.NC(N)=O.NC(N)=O
**HOMO-LUMO gap**: 8.287 eV

***

(4)
Entry from the OMol25 dataset: a 4-piece molecular cluster, C3H14NO4 overall in a non-equilibrium geometry (wB97M-V/def2-TZVPD).

```
! RIJCOSX wB97M-V def2-TZVPD def2/J DEFGRID3
* xyz -1 1
C -0.68346 -1.82403 -0.77825
H -1.32363 -0.33668 1.21779
H -2.76977 0.58455 0.49858
H 0.39029 1.73336 2.54075
H -1.03595 -2.19025 0.26025
H 1.13306 1.39822 -0.38919
H -1.12883 1.09251 0.31547
C -1.61138 -0.57658 -0.94283
O 3.52520 -0.79077 1.31296
H -0.61809 -2.40388 -1.72596
H 2.82200 -1.17763 0.79302
O 1.42901 0.78415 0.29090
H -0.02550 0.25281 -1.82506
H 3.58542 0.16953 1.27919
H -1.48164 1.16678 -2.16469
N -1.02344 0.29533 -2.00951
C -1.72078 0.20397 0.37912
H -2.59429 -0.90712 -1.33274
O 0.67233 -1.46412 -0.71205
H 0.94858 -0.62670 -0.18637
O 0.48540 2.50573 1.97896
H 1.02546 2.11081 1.19968
*
```

## Properties
**E**: -13018.412 eV
**HOMO-LUMO gap**: 8.678 eV

***

(5)
Entry from the OMol25 dataset: C23H21HfN2O4S3 as an isolated structure in a non-equilibrium geometry (wB97M-V/def2-TZVPD).

```
! RIJCOSX wB97M-V def2-TZVPD def2/J DEFGRID3
* xyz 1 1
O 2.03079 -4.17085 -0.09252
H -4.53765 -2.94137 2.75000
Hf 0.70776 -0.69568 -1.55187
H 0.21379 3.95953 -1.61758
H 5.06610 0.55391 3.99124
N 0.43324 1.39296 -2.07928
H 3.31070 3.35027 -0.36041
C -0.38418 3.63088 -2.46785
C -0.22658 -2.05914 1.84902
H -5.22404 -0.20913 -3.46213
C 1.95593 1.01796 2.75080
C 3.61820 1.90299 1.23689
C -3.99751 1.52972 -3.75462
H -2.57803 3.10771 -3.86551
H -3.65939 -1.96548 3.93494
N 1.65799 1.88600 -1.64320
C -2.79697 2.13230 -3.45311
C 2.28321 1.66138 1.56580
C -3.36701 -0.38043 -2.42914
C -2.13895 0.20619 -2.14262
C -2.31590 -3.84504 1.42394
H -1.33061 4.15959 -2.47410
S 2.56247 -0.21355 -3.17894
C 4.60836 1.50624 2.12944
H 4.99781 3.02631 0.04104
C -4.28061 0.26934 -3.23535
H -1.40630 -1.29983 3.45852
H 0.17994 3.88587 -3.36801
S 1.20952 -3.03611 -0.25549
O 0.62626 -2.85177 -1.64577
C 2.66281 1.14976 -2.03957
H -3.12803 -4.54278 1.26280
C -3.62287 -2.87487 3.33852
H 0.91509 0.86650 3.01143
H -3.58020 -1.35351 -2.00758
C -1.83718 1.49101 -2.65507
H 0.60029 -1.38441 2.02924
C 2.95413 0.60302 3.62162
H -3.61200 -3.72617 4.02162
O -1.27330 -0.46957 -1.35414
H 5.64870 1.70201 1.89759
C -0.16884 -2.99655 0.82576
C -1.35395 -2.02320 2.65481
C 4.00964 2.57560 -0.05287
O 1.86223 -1.66827 -0.04816
C -0.56576 2.15266 -2.38922
H -1.13821 -4.63187 -0.18673
H 1.50196 2.02875 0.91590
C 4.28132 0.85605 3.31077
C -1.20403 -3.90071 0.60888
S 4.25560 1.40291 -1.43261
H -4.71273 2.03304 -4.38932
C -2.41095 -2.90575 2.45460
H 2.69794 0.10558 4.54763
*
```

## Properties
**E**: -69171.879 eV
**HOMO-LUMO gap**: 7.548 eV

***

(6)
Entry from the OMol25 dataset: a 2-piece molecular cluster, C6H17NO overall in a non-equilibrium geometry (wB97M-V/def2-TZVPD).

```
! RIJCOSX wB97M-V def2-TZVPD def2/J DEFGRID3
* xyz -1 2
H -0.00823 0.16813 -3.19899
H -2.24756 1.54490 0.69876
C -0.14421 -2.29733 1.25423
H 1.52176 2.31444 -0.03781
C 0.33980 0.40392 -0.32619
H -0.64691 -2.39169 0.28708
H -0.25728 2.45815 -0.07581
N 0.71726 0.04176 1.04361
C 0.61170 1.93398 -0.48838
H -1.19951 -0.39596 1.62204
H 2.27953 -0.00794 -1.12412
H 1.44010 -0.84514 -3.41443
C 1.26464 -0.29733 -1.36813
H -0.50519 -3.13025 1.86414
H 1.68047 0.76251 -3.17657
H 1.59199 -0.45268 0.96357
H 0.58070 2.21072 -1.54840
H -0.69642 0.18326 -0.53256
C -0.22345 -0.84387 1.74710
H -2.75323 0.83244 1.85046
O -3.03561 1.02696 0.92767
H 0.05675 -0.84416 2.80014
H 0.90952 -2.57029 1.16796
H 1.19996 -1.37347 -1.14203
C 0.99425 -0.02481 -2.83406
*
```

## Properties
**E**: -10033.334 eV
**HOMO-LUMO gap (spin up / spin down)**: 2.322 / 8.823 eV

***

(7)
Entry from the OMol25 dataset: a 9-piece molecular cluster, C27H57N7O13 overall in a non-equilibrium geometry (wB97M-V/def2-TZVPD).

```
! RIJCOSX wB97M-V def2-TZVPD def2/J DEFGRID3
* xyz 0 1
H 4.05987 -0.32376 -3.38921
H 0.87314 0.88264 1.34574
N -4.42006 0.88903 -2.39372
O -5.32253 -5.12659 -0.30551
C -4.55795 -5.02205 0.66966
O -4.93527 0.23238 -4.52950
H -2.31127 4.07004 -0.11377
C 0.28829 0.19201 0.73822
C 2.49978 -3.91772 2.07153
O -1.46826 6.36952 -0.97782
H -4.68514 -5.12893 2.83494
H -5.86768 -6.16980 1.98458
C -3.06479 -3.39384 -0.33179
C -4.85291 -5.77211 1.97107
H 3.48870 -4.00317 -0.81134
H -4.22207 -6.66014 2.01022
O -3.14433 0.10407 0.22760
H 1.94876 -2.61348 6.23768
O 2.74695 -1.54497 -0.64856
H -1.50946 0.21054 -3.28701
C 1.56427 4.54570 -1.58395
H 1.13438 3.60692 -1.23469
H -3.63203 -2.46721 -0.24413
H 2.16774 -0.69241 3.68065
H 3.96587 -2.38686 1.70529
H 1.09616 4.97920 3.27778
H 0.61826 3.31537 3.69420
H 0.76862 6.51581 -1.78849
H 3.18453 -1.90917 5.24242
H 2.41676 2.69860 4.47711
O -1.10179 0.09658 1.22189
C 3.39283 -0.22103 -2.53329
H -0.59614 -0.19384 -4.70590
C 1.22543 0.11877 5.46836
C 2.62991 3.59681 3.89756
H 0.68542 0.24840 -1.32629
H -2.05041 -3.08426 -0.08023
C -1.25118 0.56827 -4.28371
H -0.60438 3.85814 0.35366
N 1.86559 -0.62545 6.37607
H 2.09121 -2.59381 0.71261
H 2.37731 -0.15361 -2.92353
H 3.42295 -1.99180 6.97964
C 2.68053 -1.80636 6.20342
C 1.35533 3.92572 3.17237
H 1.99158 4.36498 -2.57028
C -0.44283 1.83946 -4.19779
O 3.49676 3.29874 2.81271
H -0.48084 4.70001 -5.91117
C -0.36895 4.18512 -4.95699
C -1.28386 4.04827 -0.47716
H -0.34190 -2.82161 1.58603
H -0.89980 4.83772 -4.26387
H 4.98327 -2.11696 -2.69864
N -0.90317 2.79204 -4.96362
C 0.21766 -3.57898 1.03704
C 2.84488 3.15714 1.68354
C 3.47925 -1.42468 -1.62699
H 0.31304 1.92705 -0.47652
C 3.90647 -3.40977 2.07709
O 1.55532 3.50654 1.91726
H -3.22792 2.44497 -3.40561
H 2.84292 4.39796 4.60530
H -4.92328 2.69212 -3.26894
C -5.07820 -1.44536 -2.85074
C -1.93806 0.25182 0.17883
H -1.79619 2.70624 -5.42758
C 0.12256 0.86410 -0.62472
C 1.18887 -0.29353 3.94677
N 0.53695 5.58962 -1.45895
H -6.14002 -1.58024 -3.05674
H -4.27217 0.55134 -1.45340
H -0.15623 -4.49850 1.48736
H 1.80025 -0.24617 7.30987
H 0.71730 4.19830 -4.86770
H 4.75409 -4.40303 -1.92792
O 2.09991 -4.77460 2.78735
H -4.85758 -1.52514 -1.78629
H -3.15142 -3.69895 -1.37462
N 1.66065 -3.32164 1.26487
O -1.19875 0.62923 -0.87394
N 4.30790 -2.35645 -1.98687
C -4.07321 2.25671 -2.74369
H 4.14640 -3.25291 3.12873
H 4.66920 -4.10480 1.72599
O 0.65044 1.12324 5.73264
O 3.22758 2.77215 0.59547
H -2.06114 0.61047 -5.01192
H 0.68058 -0.82455 0.70973
H 5.15877 -3.65754 -0.39932
H 3.73367 0.69507 -2.05092
H -2.92815 -4.14595 1.59003
H 2.48869 4.74541 -1.04204
H -4.49013 -2.26517 -3.26328
H 0.03446 -3.59421 -0.03734
O 0.59522 1.90288 -3.53720
H -3.80048 2.85447 -1.87397
N -3.41373 -4.29724 0.71744
C 4.43527 -3.64315 -1.21446
H 0.99751 0.58919 3.33662
C -0.75471 5.37707 -1.02968
H -1.18180 3.19255 -1.14457
H 0.33429 -0.96830 3.89716
C -4.75816 -0.07428 -3.33412
*
```

## Properties
**E**: -65972.944 eV
**SMILES**: O=C1OCCO1.O=C1OCCO1.CNC(C)=O.CNC(C)=O.CNC(C)=O.CNC(C)=O.CNC(C)=O.CNC(C)=O.CNC(C)=O
**HOMO-LUMO gap**: 9.394 eV

***

(8)
Entry from the OMol25 dataset: F14NO4P2RbS2 as an isolated structure in a non-equilibrium geometry (wB97M-V/def2-TZVPD).

```
! RIJCOSX wB97M-V def2-TZVPD def2/J DEFGRID3
* xyz -2 1
F 1.69456 0.71710 -3.74842
S -2.23475 0.51105 2.27914
O -2.06362 0.13553 0.90508
F 2.48390 -1.59417 -1.22884
S -4.66674 0.31052 2.95403
P 1.91153 -2.55424 -0.05537
O -5.25490 0.15327 1.66723
F 0.43960 -2.48666 -0.74969
F -5.47819 -0.72535 3.86160
F 2.22854 2.69301 -4.68256
O -4.83159 1.53524 3.65094
F 3.25630 3.36235 -2.72621
N -3.21645 -0.37150 3.17078
F 1.36082 -3.61675 1.03578
F 3.35721 -2.62104 0.67635
F 1.06560 2.62127 -2.60157
P 2.47113 2.05343 -3.23976
F 3.88647 1.41798 -3.68211
Rb 0.04539 0.32028 -1.17748
F 1.51783 -1.32377 0.92044
F -0.87540 -0.01547 2.95608
F 2.71072 1.38167 -1.76567
F 2.32848 -3.80173 -1.03022
O -2.13644 1.89798 2.61045
*
```

## Properties
**E**: -88646.177 eV
**HOMO-LUMO gap**: 9.263 eV